(1)
Molecular formula: C2H4N2O
Method: DFT, ωB97M-V/def2-TZVPD

Calculated values
ΔE to the lowest compared entry with this formula, charge and spin (eV): 5.700
LUMO level (spin up / spin down) (eV): -0.10 / -0.47

Geometry as XYZ:
```
9
C2H4N2O ωB97M-V/def2-TZVPD
C -0.622 0.430 -0.607
C -0.661 -0.519 0.586
N 2.042 -0.341 0.146
N 0.051 -0.811 -0.635
O 2.184 0.784 0.112
H -1.422 0.623 -1.302
H 0.069 1.448 -0.549
H -0.154 -0.468 1.444
H -1.486 -1.145 0.805
```



(2)
Molecular formula: C2H4N2O
Method: DFT, ωB97M-V/def2-TZVPD

Calculated values
ΔE to the lowest compared entry with this formula, charge and spin (eV): 0.698
LUMO level (eV): 0.85

Geometry as XYZ:
```
9
C2H4N2O ωB97M-V/def2-TZVPD
C 2.606 -0.062 -0.033
C -1.788 0.649 -0.100
N 1.849 -0.960 -0.223
N -1.180 -0.321 0.401
O 3.479 0.688 0.085
H -2.855 0.686 -0.336
H -1.229 1.548 -0.331
H 0.870 -1.091 -0.078
H -1.752 -1.138 0.616
```



(3)
Molecular formula: C2H4N2O
Method: DFT, ωB97M-V/def2-TZVPD

Calculated values
ΔE to the lowest compared entry with this formula, charge and spin (eV): 5.299
LUMO level (eV): 0.73

Geometry as XYZ:
```
9
C2H4N2O ωB97M-V/def2-TZVPD
C 1.018 0.925 -0.303
C -1.108 -0.482 0.072
N 2.232 0.352 0.180
N 0.312 -0.147 -0.055
O 1.449 -0.818 0.417
H 0.522 1.914 -0.614
H -1.195 -1.507 0.352
H -1.472 0.076 0.882
H -1.759 -0.313 -0.931
```



(4)
Molecular formula: C2H4N2O
Method: DFT, ωB97M-V/def2-TZVPD

Calculated values
ΔE to the lowest compared entry with this formula, charge and spin (eV): 4.274
LUMO level (eV): -1.05

Geometry as XYZ:
```
9
C2H4N2O ωB97M-V/def2-TZVPD
C 0.608 0.199 -0.180
N 0.719 -1.146 -0.228
C -1.000 0.100 -0.200
N 1.339 1.106 0.313
O -1.648 0.681 0.671
H 1.089 -1.543 0.636
H -0.628 -1.353 -0.235
H 0.776 1.944 0.488
H -1.255 0.010 -1.266
```



(5)
Molecular formula: C2H4N2O
Method: DFT, ωB97M-V/def2-TZVPD

Calculated values
ΔE to the lowest compared entry with this formula, charge and spin (eV): 0.400
LUMO level (eV): 0.63

Geometry as XYZ:
```
9
C2H4N2O ωB97M-V/def2-TZVPD
C -0.893 0.341 0.047
C 1.430 -0.458 -0.078
H -2.486 -0.569 0.085
H -1.395 1.268 0.268
H 0.771 1.480 -0.165
H 0.909 -1.488 -0.200
N -1.456 -0.828 0.019
N 0.487 0.522 -0.089
O 2.633 -0.267 0.114
```



(6)
Molecular formula: C2H4N2O
Method: DFT, ωB97M-V/def2-TZVPD

Calculated values
ΔE to the lowest compared entry with this formula, charge and spin (eV): 2.083
LUMO level (eV): 0.88

Geometry as XYZ:
```
9
C2H4N2O ωB97M-V/def2-TZVPD
C -2.547 -0.640 0.684
C -0.126 0.298 -0.472
N -2.430 -1.678 0.179
N 0.598 0.180 0.451
O -0.836 0.693 -1.270
H -2.817 0.302 1.084
H 3.698 0.569 -1.159
H 3.515 0.915 -0.374
H 0.945 -0.638 0.877
```



(7)
Molecular formula: C2H4N2O
Method: DFT, ωB97M-V/def2-TZVPD

Calculated values
ΔE to the lowest compared entry with this formula, charge and spin (eV): 1.121
LUMO level (eV): 0.55

Geometry as XYZ:
```
9
C2H4N2O ωB97M-V/def2-TZVPD
C 1.325 0.223 -0.194
C -0.076 -0.192 -0.452
N 2.445 0.461 -0.009
N -1.101 0.680 0.051
O -0.337 -1.454 0.115
H -0.173 -0.420 -1.541
H -0.932 1.645 -0.108
H -1.132 0.410 1.113
H -0.019 -1.354 1.024
```



(8)
Molecular formula: C2H4N2O
Method: DFT, ωB97M-V/def2-TZVPD

Calculated values
ΔE to the lowest compared entry with this formula, charge and spin (eV): 1.802
LUMO level (spin up / spin down) (eV): 0.44 / 0.01
Spin multiplicity: 3

Geometry as XYZ:
```
9
C2H4N2O ωB97M-V/def2-TZVPD
C -0.153 1.627 -0.044
C 0.914 -0.709 0.085
N -2.768 -0.094 -0.005
N 0.009 0.421 0.031
O -1.756 -0.734 -0.046
H 0.278 2.702 0.054
H 1.179 -1.223 1.029
H 0.396 -1.442 -0.598
H 1.900 -0.547 -0.508
```



(9)
Molecular formula: C2H4N2O2
Method: DFT, ωB97M-V/def2-TZVPD

Calculated values
ΔE to the lowest compared entry with this formula, charge and spin (eV): 1.129
LUMO level (eV): 0.64

Geometry as XYZ:
```
10
C2H4N2O2 ωB97M-V/def2-TZVPD
N 1.180 0.443 0.145
C 0.563 -0.728 0.460
O 0.984 -1.589 1.186
N -0.720 -0.839 -0.275
C -1.475 0.351 -0.162
O -1.411 1.256 -0.962
H 2.081 0.666 0.536
H 0.695 1.120 -0.431
H -0.457 -0.933 -1.257
H -2.120 0.392 0.730
```



(10)
Molecular formula: C2H4N2O2
Method: DFT, ωB97M-V/def2-TZVPD

Calculated values
ΔE to the lowest compared entry with this formula, charge and spin (eV): 5.038
LUMO level (eV): 0.18

Geometry as XYZ:
```
10
C2H4N2O2 ωB97M-V/def2-TZVPD
C -0.520 0.394 1.038
N -0.143 -0.454 -0.971
N -0.881 -0.645 0.197
C 0.897 0.491 -0.670
O -0.257 1.487 0.417
O 1.639 1.026 -1.432
H -0.082 -1.117 -1.735
H -0.893 -1.585 0.579
H -0.963 0.373 2.038
H 1.204 0.029 0.540
```